Formula: H4O6PTl
Source: the OMol25 dataset
Level of theory: wB97M-V/def2-TZVPD

The geometry in XYZ format:
```
12
Properties=species:S:1:pos:R:3:forces:R:3:nbo_charge:R:1
Tl 0.7273 1.5774 -0.3648 -0.1 -0.3 -0.2 0.92
P 0.9173 -1.1934 -1.9197 -0.3 2.5 0.5 2.41
O 0.0789 0.0226 -2.2994 -0.4 0.1 -0.2 -1.04
O 0.0950 -2.1935 -1.1721 -0.2 -1.1 0.4 -0.79
O 2.0766 -0.6809 -1.0633 0.6 -0.3 0.6 -0.89
O 1.5167 -1.8750 -3.1024 0.5 -1.1 -1.2 -0.63
O -0.9752 -0.4609 0.7063 0.4 -0.6 -0.2 -0.97
H -1.0756 -0.7997 1.6046 0.0 0.1 -0.1 0.48
H -0.6668 -1.2406 0.1845 -0.5 0.5 0.3 0.50
O -0.7791 2.1646 2.1200 -0.1 0.2 0.3 -0.95
H -0.7739 1.6521 2.9392 0.0 0.1 -0.2 0.48
H -1.1412 3.0273 2.3671 0.1 -0.2 -0.1 0.48
```
Positions in Å, forces in eV/Å.

Computed properties:
relative energy (zero: lowest compared OMol25 entry of this formula, charge and spin) = 15.5 kJ/mol
spin multiplicity = 1
HOMO energy = -10.34 eV

=====

Formula: H4OS2
Source: the OMol25 dataset
Level of theory: wB97M-V/def2-TZVPD

The geometry in XYZ format:
```
7
Properties=species:S:1:pos:R:3:forces:R:3:nbo_charge:R:1
S 2.9177 -3.1482 1.2704 -1.4 -2.1 -0.4 -0.58
S 3.9190 -1.1049 1.3476 1.3 2.1 0.2 -0.59
H 3.0760 -3.5999 2.5138 0.2 0.0 0.2 0.09
H 3.2934 -0.3377 2.2647 -0.2 -0.1 -0.1 0.08
H -4.8278 3.0898 -3.0465 -0.3 -0.3 0.0 0.47
H -4.2719 2.1609 -1.9109 -0.3 -0.2 -0.1 0.48
O -4.1062 2.9400 -2.4391 0.6 0.5 0.1 -0.94
```
Positions in Å, forces in eV/Å.

Computed properties:
relative energy (zero: lowest compared OMol25 entry of this formula, charge and spin) = 43.5 kJ/mol
spin multiplicity = 2
HOMO energy (alpha / beta) = -0.48 / -3.28 eV
net charge = -1

=====

Formula: H4P4S
Source: the OMol25 dataset
Level of theory: wB97M-V/def2-TZVPD

The geometry in XYZ format:
```
9
Properties=species:S:1:pos:R:3:forces:R:3:nbo_charge:R:1
P -1.5242 -3.0111 -1.3079 -1.0 0.5 -3.0 0.23
P 1.1092 -0.6072 -1.3419 -1.3 1.0 -1.7 0.12
P -1.1230 -0.5839 1.1661 -1.9 -0.1 0.0 0.02
P -0.0803 -2.0476 -0.2289 0.0 0.5 1.2 -0.14
S -1.6419 -1.8022 -3.7792 0.2 -1.0 2.5 -0.25
H 1.6878 -0.4114 -0.1682 1.7 0.4 1.9 -0.03
H 0.4075 0.6997 -1.1179 0.1 -1.4 -0.4 0.01
H -1.9615 -1.2799 2.1712 1.1 -0.1 -0.8 0.02
H -2.3655 -0.4749 0.3827 1.1 0.2 0.3 0.01
```
Positions in Å, forces in eV/Å.

Computed properties:
relative energy (zero: lowest compared OMol25 entry of this formula, charge and spin) = 124.5 kJ/mol
spin multiplicity = 3
HOMO energy (alpha / beta) = -8.18 / -8.92 eV

=====

Formula: H4S2Si
Source: the OMol25 dataset
Level of theory: wB97M-V/def2-TZVPD

The geometry in XYZ format:
```
7
Properties=species:S:1:pos:R:3:forces:R:3:nbo_charge:R:1
Si -1.8201 -0.2459 -0.2758 -1.2 -1.1 0.6 0.44
S 2.4875 0.8195 -0.0212 0.2 -0.3 1.1 -0.02
S 2.1606 -1.1557 0.0545 0.1 1.0 0.1 -0.13
H -1.0122 0.0766 0.9234 -0.5 -0.1 -0.1 -0.12
H -1.4204 0.2132 -1.5362 0.7 0.7 -1.2 -0.17
H -3.2023 -0.9172 -0.4541 1.1 0.5 0.8 -0.13
H 2.8069 1.2095 1.3095 -0.4 -0.7 -1.3 0.13
```
Positions in Å, forces in eV/Å.

Computed properties:
relative energy (zero: lowest compared OMol25 entry of this formula, charge and spin) = 421.1 kJ/mol
spin multiplicity = 1
HOMO energy (alpha / beta) = -9.10 / -7.24 eV

=====

Formula: H4S3
Source: the OMol25 dataset
Level of theory: wB97M-V/def2-TZVPD

The geometry in XYZ format:
```
7
Properties=species:S:1:pos:R:3:forces:R:3:nbo_charge:R:1
S -1.9638 -1.6342 -2.2133 0.1 -0.1 0.0 -0.33
H -0.6339 -1.6597 -2.3157 0.1 0.0 -0.2 0.14
H -1.8198 -1.4896 -0.8950 -0.2 0.2 0.2 0.16
S 0.0052 1.2004 1.0585 -2.2 0.5 -2.2 -0.55
S 1.5782 1.0018 2.3978 2.6 -0.4 1.7 -0.61
H 0.3532 2.2846 0.3049 -0.1 -0.3 0.3 0.09
H 2.4809 0.2967 1.6628 -0.3 0.2 0.2 0.09
```
Positions in Å, forces in eV/Å.

Computed properties:
relative energy (zero: lowest compared OMol25 entry of this formula, charge and spin) = 79.8 kJ/mol
spin multiplicity = 2
HOMO energy (alpha / beta) = 0.31 / -4.69 eV
net charge = -1

=====

Formula: H4S3
Source: the OMol25 dataset
Level of theory: wB97M-V/def2-TZVPD

The geometry in XYZ format:
```
7
Properties=species:S:1:pos:R:3:forces:R:3:nbo_charge:R:1
S 2.3359 -1.4566 1.1817 -0.2 0.2 -0.2 -0.21
H 1.3655 -0.6390 0.7419 0.0 0.0 0.3 0.07
H 2.5301 -1.8290 -0.0879 0.2 -0.2 0.0 0.14
S -0.6401 0.9798 -1.3900 -0.6 -0.2 1.9 0.31
S -1.8084 0.5326 0.2643 0.6 0.6 -1.9 0.32
H 0.4083 1.1790 -0.5581 0.3 -0.1 -0.4 0.18
H -2.8834 0.7082 -0.5391 -0.3 -0.3 0.4 0.18
```
Positions in Å, forces in eV/Å.

Computed properties:
relative energy (zero: lowest compared OMol25 entry of this formula, charge and spin) = 43.5 kJ/mol
spin multiplicity = 2
HOMO energy (alpha / beta) = -13.05 / -13.04 eV
net charge = +1

=====

Repeat the first record exactly.
Formula: H4O6PTl
Source: the OMol25 dataset
Level of theory: wB97M-V/def2-TZVPD

The geometry in XYZ format:
```
12
Properties=species:S:1:pos:R:3:forces:R:3:nbo_charge:R:1
Tl 0.7273 1.5774 -0.3648 -0.1 -0.3 -0.2 0.92
P 0.9173 -1.1934 -1.9197 -0.3 2.5 0.5 2.41
O 0.0789 0.0226 -2.2994 -0.4 0.1 -0.2 -1.04
O 0.0950 -2.1935 -1.1721 -0.2 -1.1 0.4 -0.79
O 2.0766 -0.6809 -1.0633 0.6 -0.3 0.6 -0.89
O 1.5167 -1.8750 -3.1024 0.5 -1.1 -1.2 -0.63
O -0.9752 -0.4609 0.7063 0.4 -0.6 -0.2 -0.97
H -1.0756 -0.7997 1.6046 0.0 0.1 -0.1 0.48
H -0.6668 -1.2406 0.1845 -0.5 0.5 0.3 0.50
O -0.7791 2.1646 2.1200 -0.1 0.2 0.3 -0.95
H -0.7739 1.6521 2.9392 0.0 0.1 -0.2 0.48
H -1.1412 3.0273 2.3671 0.1 -0.2 -0.1 0.48
```
Positions in Å, forces in eV/Å.

Computed properties:
relative energy (zero: lowest compared OMol25 entry of this formula, charge and spin) = 15.5 kJ/mol
spin multiplicity = 1
HOMO energy = -10.34 eV